Record 1
Formula: C32H88N4O14
Source: OMol25
Level of theory: ωB97M-V/def2-TZVPD

Geometry (Å):
C: 10.86634 12.77076 -0.11357
O: 11.69499 12.83428 -1.24903
C: 11.67872 13.93393 -2.08755
C: 12.62476 15.03181 -1.68727
N: 12.44588 16.24611 -2.44204
C: 13.52859 17.29762 -2.31957
C: 13.16980 18.61558 -3.09415
O: 12.23832 19.42911 -2.30027
C: 11.66882 20.55956 -2.98559
H: 11.24263 11.94118 0.48501
H: 9.87725 12.50761 -0.48848
H: 10.84486 13.75125 0.36211
H: 10.65680 14.30637 -2.15873
H: 11.92905 13.63986 -3.10684
H: 13.64796 14.67905 -1.81655
H: 12.53620 15.32902 -0.64232
H: 11.53271 16.62026 -2.22702
H: 14.36628 16.87886 -2.87727
H: 13.79302 17.43609 -1.27124
H: 12.70529 18.33628 -4.03983
H: 14.08900 19.16780 -3.28963
H: 12.48347 21.12191 -3.44190
H: 11.15601 21.27656 -2.34447
H: 11.01704 20.33139 -3.82893
C: 11.13182 33.92350 1.44295
O: 10.45378 32.67088 1.78540
C: 10.12965 31.83532 0.60177
C: 9.01667 30.86801 0.98558
N: 8.53409 30.09681 -0.12435
C: 7.11790 29.69107 -0.00687
C: 6.85634 28.73253 -1.12468
O: 7.32271 27.40363 -0.90279
C: 7.10424 26.42104 -1.89963
H: 12.04563 33.71704 0.88579
H: 11.55372 34.25831 2.39058
H: 10.47770 34.74538 1.15185
H: 11.06385 31.32286 0.37209
H: 9.82060 32.35540 -0.30493
H: 8.27176 31.51449 1.44955
H: 9.55620 30.33631 1.76935
H: 9.19302 29.33153 -0.10783
H: 6.39131 30.49942 -0.08886
H: 6.96762 29.23557 0.97193
H: 7.31802 29.00261 -2.07442
H: 5.79612 28.60682 -1.34427
H: 6.12227 25.98278 -1.72137
H: 7.85195 25.63156 -1.82385
H: 7.18307 26.72955 -2.94208
C: 4.47424 19.36728 -7.33780
O: 5.77263 18.86635 -7.64473
C: 6.87331 19.60880 -7.09686
C: 8.22881 19.18496 -7.78128
N: 8.00335 19.49487 -9.17877
C: 8.88759 18.75673 -10.01647
C: 8.17452 18.58445 -11.46372
O: 6.89538 18.04565 -11.31542
C: 6.09082 18.18586 -12.42276
H: 4.32408 19.50254 -6.26670
H: 3.74104 18.64569 -7.69813
H: 4.28918 20.32308 -7.82801
H: 6.96907 19.68172 -6.01353
H: 6.65087 20.63137 -7.40178
H: 8.40181 18.11071 -7.71670
H: 9.02458 19.70505 -7.24802
H: 7.09351 19.12897 -9.42042
H: 9.17657 17.78495 -9.61618
H: 9.88622 19.12016 -10.25890
H: 8.86054 17.93655 -12.00934
H: 8.13772 19.53812 -11.99028
H: 5.95580 19.24888 -12.62236
H: 5.18042 17.68250 -12.09731
H: 6.46361 17.71019 -13.32988
C: 19.37662 25.93945 -11.10450
O: 18.71353 26.56817 -10.02011
C: 19.18073 26.44690 -8.72634
C: 18.25774 27.06754 -7.66921
N: 17.00583 26.39799 -7.30347
C: 16.25149 25.86093 -8.43442
C: 14.93773 25.09694 -8.00855
O: 13.95296 26.06236 -7.52919
C: 12.79034 25.46303 -7.02152
H: 18.76321 26.05807 -11.99767
H: 19.57555 24.86826 -11.13727
H: 20.32016 26.46648 -11.24616
H: 20.14777 26.94935 -8.74819
H: 19.43618 25.41200 -8.49865
H: 18.04469 28.05213 -8.08549
H: 18.79616 27.38351 -6.77570
H: 16.35206 27.10158 -6.99097
H: 16.87507 25.12307 -8.93920
H: 15.99901 26.73323 -9.03730
H: 15.13384 24.43982 -7.16130
H: 14.57481 24.54966 -8.87853
H: 12.40754 24.69067 -7.68863
H: 11.88836 26.03633 -6.80738
H: 12.93288 25.04440 -6.02526
C: 12.71602 21.97000 -7.38174
O: 11.31321 22.07801 -7.31365
H: 13.32937 22.39644 -8.17550
H: 13.06989 22.40336 -6.44629
H: 12.94648 20.92337 -7.18286
H: 11.09162 22.02458 -8.24620
C: 9.36201 26.87069 -8.08866
O: 8.48918 26.23089 -7.16362
H: 9.69854 26.21623 -8.89274
H: 8.89420 27.67085 -8.66223
H: 10.23939 27.38471 -7.69612
H: 8.97185 25.50565 -6.76032
C: 5.57929 23.79981 -7.67167
O: 4.39996 23.47121 -8.42641
H: 5.26475 24.64000 -7.05260
H: 5.93036 22.98935 -7.03291
H: 6.46824 24.00427 -8.26838
H: 3.77877 23.02549 -7.84584
C: 10.10593 27.63307 -2.17272
O: 9.99943 27.45285 -0.77145
H: 9.97055 26.67620 -2.67688
H: 9.33943 28.33654 -2.49785
H: 11.03266 28.14503 -2.43188
H: 9.08030 27.34464 -0.51634
C: 8.13782 22.95023 -5.15365
C: 9.48255 23.59046 -4.83494
O: 9.93740 24.07034 -6.07899
H: 8.29007 22.02492 -5.70928
H: 7.39918 23.57851 -5.65142
H: 7.63898 22.54683 -4.27244
H: 10.06774 22.77570 -4.40855
H: 9.33831 24.28426 -4.00672
H: 10.20339 23.23231 -6.46444
C: 13.32535 24.08032 -3.03236
C: 12.61447 25.32608 -2.41177
O: 12.09608 24.99207 -1.15567
H: 13.65611 24.27864 -4.05186
H: 12.74475 23.15853 -3.06852
H: 14.17505 23.75599 -2.43159
H: 11.84676 25.62408 -3.12586
H: 13.39551 26.04994 -2.17917
H: 11.61644 25.69032 -0.70400

Cartesian forces (eV/Å) of the 3 atoms listed first:
C -0.1309 0.3557 -1.2899
O 1.5209 -1.4399 -0.0208
C -0.9820 0.7323 -0.4238

M (g/mol): 753.07
Spin multiplicity: 2
Charge: -1
Orbital gap (alpha / beta) (eV): 1.7 / 8.6

***

Record 2
Formula: C3HAgO2
Source: OMol25
Level of theory: ωB97M-V/def2-TZVPD

Geometry (Å):
C: -2.58297 -0.48793 -0.03998
H: -3.49625 -1.05479 -0.10939
C: -1.60201 0.21607 0.01005
O: 0.29424 1.37562 0.08879
C: 1.38431 0.93624 -0.00503
Ag: 3.85183 -1.02733 0.03025
O: 2.15085 0.04212 0.02530

Cartesian forces (eV/Å) of the 3 atoms listed first:
C -3.2856 -2.0676 -0.2461
H -0.1549 -0.1861 0.0351
C 3.0581 2.1816 0.2045

M (g/mol): 176.91
Spin multiplicity: 3
Charge: +2
Orbital gap (alpha / beta) (eV): 11.6 / 6.9

***

Record 3
Formula: C4H11N2
Source: OMol25
Level of theory: ωB97M-V/def2-TZVPD

Geometry (Å):
C: 2.10929 0.25607 0.04827
C: -2.27688 -0.17605 0.42800
C: 3.58423 0.03803 -0.13301
C: -3.59437 0.16500 -0.13932
N: 1.21786 -0.63080 0.37324
N: -1.19087 0.24904 -0.11989
H: 1.79266 1.16807 -0.43736
H: -2.30778 -0.81242 1.31175
H: 4.24749 0.79655 0.31866
H: 3.85527 0.27117 -1.26864
H: 4.00296 -0.87481 0.13134
H: -4.28510 0.15378 0.68027
H: -3.98149 -0.77508 -0.72948
H: -3.46164 1.04726 -0.73218
H: 1.39548 -1.49066 0.86689
H: -1.31037 0.83141 -0.88203
H: 0.20326 -0.21656 0.28351

Cartesian forces (eV/Å) of the 3 atoms listed first:
C 1.1881 -2.1514 -1.0400
C 0.6213 0.6182 -1.4125
C 0.3689 2.4896 -2.0716

M (g/mol): 87.15
Charge: +1
Energy above the lowest of the compared OMol25 structures with the same formula, charge and spin (eV): 1.922
Orbital gap (eV): 10.6

***

Record 4
Formula: C24H45F3N5O6S2
Source: OMol25
Level of theory: ωB97M-V/def2-TZVPD

Geometry (Å):
C: -0.78294 -1.45222 0.15915
O: 0.14295 -2.22998 0.93832
O: -2.00322 -1.54321 0.79081
C: -0.06467 -0.12762 -0.34694
F: -0.68359 0.57201 -1.30520
F: 0.07087 0.74377 0.52897
F: 1.25982 -0.33948 -0.69315
C: 0.98018 -3.17583 0.21997
C: 1.95874 -3.79891 1.15505
H: 2.60543 -3.15030 1.74597
H: 1.41212 -4.52992 1.75080
H: 2.67053 -4.36122 0.55068
H: 1.62150 -2.85409 -0.60058
H: 0.44528 -4.00841 -0.23697
H: -0.96806 -2.01629 -0.75499
C: 7.90046 -0.47012 -5.79886
C: 7.38619 -1.47972 -4.88931
N: 6.94466 -2.30143 -4.18864
H: 8.13100 -0.97939 -6.73459
H: 8.82670 0.02975 -5.51551
H: 7.09484 0.24497 -5.96539
C: -4.25252 -7.45110 0.25551
C: -5.46399 -7.66025 -0.55845
N: -6.52324 -7.74374 -1.09447
H: -3.55175 -8.27560 0.12425
H: -4.38994 -7.30969 1.32751
H: -3.79659 -6.50957 -0.05068
C: -6.69960 0.64280 -3.66479
C: -6.55332 1.10891 -5.07231
N: -6.37405 1.54641 -6.13534
H: -6.40635 1.38385 -2.92118
H: -6.09000 -0.25429 -3.55658
H: -7.77460 0.49934 -3.55574
C: -1.66254 -5.03807 6.04292
C: -0.72864 -5.46194 7.06414
N: 0.00065 -5.74964 7.91305
H: -2.26019 -4.18623 6.36738
H: -2.24109 -5.94904 5.88961
H: -1.15606 -4.78943 5.11031
C: -0.52273 1.96889 5.66650
C: -1.06535 3.34085 5.61988
N: -1.50817 4.37615 5.61956
H: -1.33363 1.24886 5.77653
H: 0.29390 1.95597 6.38833
H: -0.04615 1.71014 4.72097
C: 9.74787 -2.18614 2.41788
S: 9.43681 -0.53519 3.05155
O: 9.82189 0.44316 1.94817
C: 7.57278 -0.34892 3.03231
H: 9.31488 -2.98413 3.02106
H: 10.82299 -2.34939 2.34323
H: 9.34036 -2.28716 1.41199
H: 7.10012 -1.01931 3.75014
H: 7.16536 -0.67581 2.07562
H: 7.40445 0.71112 3.22226
C: -0.93806 8.42800 -3.41475
S: 0.12015 9.34272 -4.58709
O: -0.99734 9.78613 -5.53107
C: 0.69708 10.79763 -3.58933
H: -1.90151 8.90578 -3.23704
H: -0.38208 8.19987 -2.50539
H: -1.18737 7.45372 -3.83513
H: -0.18707 11.37804 -3.32569
H: 1.21655 11.53068 -4.20650
H: 1.34612 10.53136 -2.75509
C: -9.26564 -3.68625 2.29627
C: -10.56689 -3.59060 3.14407
O: -10.65128 -2.87296 4.13974
C: -11.75377 -4.53690 2.85610
H: -8.46311 -3.44388 2.99290
H: -9.25198 -2.93778 1.50399
H: -9.11924 -4.68977 1.89673
H: -11.37899 -5.56026 2.87607
H: -12.27716 -4.37122 1.91444
H: -12.46168 -4.42579 3.67744
C: 3.64768 4.22550 -4.14866
C: 4.82574 5.16330 -3.99535
O: 5.32152 5.89766 -4.83817
C: 5.20480 5.38889 -2.55658
H: 3.10844 4.44147 -5.07098
H: 2.92669 4.29140 -3.33384
H: 3.92894 3.17267 -4.17207
H: 5.61116 4.44737 -2.18711
H: 4.29267 5.64674 -2.01837
H: 5.96519 6.14213 -2.35038

Cartesian forces (eV/Å) of the 3 atoms listed first:
C -3.3072 -2.4719 -0.2066
O 2.2833 -0.6842 -0.9035
O 2.1108 2.2610 -0.7103

M (g/mol): 620.78
Charge: -1
Orbital gap (eV): 5.5

***

Record 5
Formula: C8H12O4S2
Source: OMol25
Level of theory: ωB97M-V/def2-TZVPD

Geometry (Å):
C: 1.68441 1.58488 0.37104
C: 1.35486 0.57393 -0.38593
C: -0.74352 0.29508 -0.03146
C: -1.63843 -0.18948 -0.81224
C: 0.63332 2.39976 1.01399
C: -3.11671 -0.25305 -0.41366
C: -1.28130 -0.80260 -2.12755
C: 1.97050 -1.82149 0.89158
O: -1.77089 1.70159 1.97681
O: 0.17027 0.32930 2.39059
O: 1.74974 -1.72938 -1.73064
O: 3.75315 -0.67687 -0.60074
S: -0.54827 1.15420 1.48502
S: 2.29934 -0.95814 -0.58867
H: 2.70391 1.92433 0.56852
H: 0.93681 2.81456 2.03118
H: 0.19672 3.25349 0.45278
H: -3.39299 0.48148 0.29783
H: -3.65309 -0.06788 -1.32336
H: -3.33242 -1.21427 0.12549
H: -1.82507 -1.75718 -2.03606
H: -1.79352 -0.25325 -2.83792
H: -0.24258 -1.13339 -2.34896
H: 2.08520 -2.81524 0.80017
H: 2.79162 -1.30893 1.47924
H: 1.00894 -1.53144 1.35293

Cartesian forces (eV/Å) of the 3 atoms listed first:
C 1.4088 1.6043 -0.1881
C -3.4849 -2.6442 0.6276
C 5.8453 2.0174 1.0294

M (g/mol): 236.31
Energy above the lowest of the compared OMol25 structures with the same formula, charge and spin (eV): 2.638
Orbital gap (eV): 9.7

***

Q: What is the formula in the fifth record?
A: C8H12O4S2

***

Q: Among the records above, which one has the lowest M?
A: C4H11N2

***

Q: Which value of M does entry 3 give?
A: 87.15 g/mol

***

Q: Which of these has the lowest M?
A: C4H11N2